Entry 1:
This record from OMol25 describes a molecular structure, C59H51AsBaF15Ge2N7O3PSSe at a distorted geometry. The level of theory is ωB97M-V/def2-TZVPD.

Atoms and positions in Å:
Ba  -1.5709  -0.6523  0.5693
N  -3.3897  -0.1399  -3.5632
C  -2.8165  -0.7403  -2.5076
O  -1.7170  -0.3817  -2.1011
C  -3.6070  -1.8710  -1.9018
C  -2.8214  -2.6835  -0.8809
H  -2.9483  0.6917  -3.9310
H  -4.3374  -0.3450  -3.8231
H  -3.9825  -2.4956  -2.7286
H  -4.4744  -1.4173  -1.4182
H  -2.1810  -3.3759  -1.4315
H  -3.5323  -3.2909  -0.3199
O  1.6620  -0.2317  1.4777
N  2.0687  0.7399  2.2356
C  2.7506  1.7337  1.7297
C  3.1692  2.7674  2.5905
N  3.5440  3.6323  3.2489
C  3.1853  1.8669  0.3933
N  3.5732  1.9369  -0.6885
C  1.2748  4.8291  -0.4506
Ge  -0.2421  5.0645  -1.7136
C  -1.9429  4.7201  -0.7688
C  -0.2578  6.9227  -2.4502
C  -0.0389  3.8751  -3.3167
Se  -0.7174  2.0508  -3.0385
C  0.6324  1.5445  -1.7610
H  1.5500  5.7801  -0.0041
H  2.1532  4.4147  -0.9373
H  0.9858  4.1562  0.3519
H  -2.1183  5.4879  -0.0201
H  -1.8985  3.7609  -0.2605
H  -2.7862  4.7087  -1.4524
H  -0.4028  7.6550  -1.6620
H  -1.0663  7.0359  -3.1668
H  0.6741  7.1528  -2.9589
H  1.0094  3.7860  -3.6061
H  -0.5845  4.2833  -4.1681
H  0.3573  1.9250  -0.7792
H  1.5822  1.9713  -2.0778
H  0.6867  0.4587  -1.7357
F  -6.0161  2.2719  4.8372
C  -6.1749  1.2126  4.0340
C  -5.5273  1.1471  2.8172
C  -5.8186  0.0582  2.0192
F  -5.2499  -0.0043  0.7970
C  -6.6731  -0.9611  2.4003
F  -6.9170  -1.9998  1.5873
C  -7.2845  -0.8878  3.6458
F  -8.1091  -1.8627  4.0561
C  -7.0446  0.2130  4.4563
F  -7.6554  0.3074  5.6483
Ge  -4.1148  2.4019  2.0467
S  -2.0673  2.0671  1.9050
C  -4.3235  4.1241  3.0826
C  -3.9965  4.1058  4.4257
F  -3.6063  2.9390  4.9626
C  -4.0561  5.2381  5.2241
F  -3.8138  5.1767  6.5412
C  -4.3731  6.4593  4.6379
F  -4.4243  7.5726  5.3831
C  -4.6193  6.5239  3.2723
F  -4.8708  7.7103  2.6964
C  -4.6093  5.3544  2.5228
F  -4.8863  5.4313  1.2087
C  -5.3084  2.7514  0.4186
C  -6.6203  3.1205  0.6422
F  -7.0044  3.4152  1.8976
C  -7.5658  3.1733  -0.3724
F  -8.8343  3.5284  -0.1152
C  -7.1917  2.8217  -1.6642
F  -8.0976  2.8222  -2.6523
C  -5.8797  2.4429  -1.9200
F  -5.5268  2.0699  -3.1621
C  -4.9623  2.4201  -0.8762
F  -3.7117  2.0106  -1.1266
C  -0.1509  -2.5390  6.0841
N  -0.8319  -1.8730  5.0083
C  -2.2443  -1.5999  4.9955
C  -2.4415  -1.1539  3.5373
O  -3.4976  -0.7829  3.0610
N  -1.2692  -1.2403  2.9073
C  -0.3333  -1.6272  3.7734
N  0.9212  -1.7865  3.4144
H  -0.8918  -3.0041  6.7325
H  0.4442  -1.8427  6.6818
H  0.4984  -3.3214  5.6877
H  -2.5220  -0.7925  5.6782
H  -2.8413  -2.4926  5.2082
H  1.2099  -1.2339  2.5299
H  1.6168  -1.8831  4.1354
C  3.2629  -1.9236  -2.0939
C  2.5964  -2.5774  -3.2911
As  3.8469  -3.1450  -4.7385
C  5.1206  -4.1037  -3.5881
C  5.0015  -5.4876  -3.5120
C  5.8374  -6.2332  -2.6999
C  6.8033  -5.5992  -1.9374
C  6.9375  -4.2232  -2.0048
C  6.1077  -3.4841  -2.8296
C  4.8872  -1.5082  -5.0125
C  6.2239  -1.6107  -5.3925
C  6.9695  -0.4841  -5.6849
C  6.3794  0.7677  -5.6294
C  5.0420  0.8814  -5.2915
C  4.3023  -0.2479  -4.9864
P  2.2534  -2.0965  -0.5217
C  2.1608  -3.9471  -0.5453
C  0.9001  -4.5256  -0.6390
C  0.7591  -5.9021  -0.6828
C  1.8796  -6.7144  -0.6265
C  3.1394  -6.1465  -0.5298
C  3.2806  -4.7716  -0.4949
C  3.6214  -1.9495  0.6872
C  4.6654  -1.0475  0.5230
C  5.6014  -0.8702  1.5280
C  5.5069  -1.5865  2.7088
C  4.4674  -2.4856  2.8823
C  3.5321  -2.6606  1.8811
H  3.4147  -0.8556  -2.2701
H  4.2339  -2.3869  -1.8942
H  1.8331  -1.9245  -3.7252
H  2.0870  -3.4992  -2.9867
H  4.2406  -5.9855  -4.1036
H  5.7387  -7.3100  -2.6602
H  7.4560  -6.1762  -1.2975
H  7.6910  -3.7235  -1.4112
H  6.2468  -2.4116  -2.8881
H  6.6851  -2.5926  -5.4487
H  8.0108  -0.5797  -5.9633
H  6.9607  1.6500  -5.8563
H  4.5744  1.8548  -5.2686
H  3.2555  -0.1467  -4.7283
H  0.0289  -3.8793  -0.6679
H  -0.2259  -6.3394  -0.7623
H  1.7789  -7.7898  -0.6499
H  4.0179  -6.7760  -0.4900
H  4.2687  -4.3406  -0.4138
H  4.7338  -0.4515  -0.3755
H  6.3978  -0.1523  1.3865
H  6.2358  -1.4370  3.4924
H  4.3851  -3.0459  3.8054
H  2.7082  -3.3470  2.0137

The HOMO energy is -4.336 eV. As for the charge: -1. As for the orbital gap: 5.993 eV. As for the lowest unoccupied orbital energy: 1.66 eV. The total energy is -379381.06590 eV.

Löwdin atomic charge list, values in e, 6 entries: 1.656 0.174 -0.598 -0.252 -0.294 -0.388

---

Entry 2:
This record from OMol25 describes a molecular structure, C59H65BrCl2F5IO5P2 at a distorted geometry. The level of theory is ωB97M-V/def2-TZVPD.

Atoms and positions in Å:
C  7.7520  -0.5027  2.4011
C  6.6599  -0.9972  2.2861
C  5.3127  -1.5817  2.1564
O  4.3257  -0.6649  1.7564
C  3.8084  0.3752  2.5743
I  4.3826  0.1340  4.6566
P  4.6609  2.0003  1.9823
C  5.3975  1.4531  0.3925
C  3.4247  3.2070  1.3149
C  2.9344  4.2655  2.3144
C  2.2496  0.1801  2.4133
C  1.9298  -1.2064  2.9401
C  0.7274  -1.6703  3.2327
C  1.3121  1.2609  2.9553
C  1.4842  1.8523  4.3563
C  0.9971  0.9810  5.5290
C  -0.4701  1.2347  5.9125
C  -1.4769  0.1827  5.4854
O  -1.0321  -1.1130  5.8861
C  -1.9920  -2.0837  5.7995
C  -2.3576  -2.5527  4.4198
O  -2.4737  -2.5509  6.7866
O  2.1396  0.1198  0.9642
C  0.8694  -0.0860  0.4018
C  0.2259  1.1685  -0.1971
C  -1.2827  1.1305  -0.2845
C  -1.9055  1.8643  -1.2788
C  -3.2840  1.9062  -1.3806
C  -4.0720  1.2113  -0.4859
C  -3.4770  0.4640  0.5069
C  -4.3010  -0.3249  1.4931
C  -2.0865  0.4401  0.6033
P  1.2408  -1.3155  -0.9853
O  -0.0467  -1.0247  -1.9601
Br  0.5851  -3.2307  -0.0141
C  5.2917  -2.6670  1.1027
Cl  5.9131  -2.2072  -0.4422
C  4.8268  -3.8997  1.2785
C  4.8171  -4.9998  0.2650
Cl  4.1682  -4.3693  2.8213
H  8.6610  0.0192  2.5704
H  5.1042  -2.0854  3.1007
H  6.4056  1.0837  0.5463
H  5.4654  2.3572  -0.2153
H  4.7795  0.7382  -0.1449
H  3.9886  3.7136  0.5310
H  2.6145  2.6992  0.7990
H  3.0991  5.2682  1.9270
H  1.8708  4.1672  2.5236
H  3.4573  4.1837  3.2665
H  2.7612  -1.8825  3.0830
H  0.5957  -2.7190  3.4605
H  -0.1675  -1.0637  3.2503
H  0.2967  0.8531  2.9425
H  1.2648  2.0803  2.2493
H  0.8540  2.7455  4.3764
H  2.4932  2.2194  4.5250
H  1.6168  1.2325  6.3900
H  1.1736  -0.0760  5.3424
H  -0.8273  2.1790  5.4967
H  -0.5362  1.3241  6.9969
H  -1.6756  0.2340  4.4077
H  -2.4254  0.3969  5.9876
H  -1.7186  -3.3820  4.1226
H  -2.2820  -1.7704  3.6683
H  -3.3838  -2.9093  4.4448
H  0.1616  -0.5719  1.0656
H  0.5055  2.0254  0.4159
H  0.6282  1.3669  -1.1922
H  -1.3067  2.4252  -1.9865
H  -3.7317  2.5079  -2.1603
H  -5.1500  1.2441  -0.5643
H  -3.8051  -1.2738  1.6965
H  -5.2748  -0.5526  1.0643
H  -4.4351  0.2161  2.4285
H  -1.6433  -0.1388  1.4038
H  0.2751  -1.0582  -2.8669
H  4.0337  -5.7075  0.5213
H  4.6666  -4.6152  -0.7351
H  5.7654  -5.5340  0.3581
F  3.2245  -4.2957  -2.6332
C  3.7962  -4.9886  -3.6401
C  2.9958  -5.4551  -4.6621
C  3.5885  -6.1637  -5.6975
C  4.9563  -6.3977  -5.6923
C  5.7369  -5.9195  -4.6489
C  5.1611  -5.2043  -3.6097
H  1.9313  -5.2646  -4.6403
H  2.9780  -6.5336  -6.5102
H  5.4139  -6.9526  -6.5000
H  6.8028  -6.1046  -4.6421
H  5.7404  -4.8130  -2.7841
F  -3.3629  5.5665  -3.0459
C  -2.5694  5.2511  -4.0871
C  -3.1451  4.7869  -5.2533
C  -2.3197  4.4653  -6.3206
C  -0.9422  4.5999  -6.2103
C  -0.3861  5.0620  -5.0256
C  -1.2027  5.3956  -3.9547
H  -4.2198  4.6807  -5.3159
H  -2.7566  4.1059  -7.2426
H  -0.3045  4.3435  -7.0455
H  0.6867  5.1631  -4.9315
H  -0.7911  5.7635  -3.0241
F  9.8336  1.5900  1.2371
C  10.9890  1.1298  0.7073
C  11.7858  2.0069  0.0006
C  12.9725  1.5354  -0.5411
C  13.3394  0.2070  -0.3762
C  12.5171  -0.6545  0.3361
C  11.3300  -0.1954  0.8883
H  11.4769  3.0364  -0.1189
H  13.6123  2.2101  -1.0938
H  14.2645  -0.1560  -0.8029
H  12.7976  -1.6914  0.4627
H  10.6774  -0.8526  1.4468
F  -6.8843  2.5954  -2.1973
C  -8.0548  2.3853  -1.5585
C  -8.1276  2.6548  -0.2067
C  -9.3316  2.4370  0.4476
C  -10.4303  1.9537  -0.2500
C  -10.3297  1.6879  -1.6093
C  -9.1319  1.9068  -2.2758
H  -7.2563  3.0278  0.3153
H  -9.4101  2.6481  1.5057
H  -11.3669  1.7857  0.2651
H  -11.1870  1.3073  -2.1482
H  -9.0291  1.7116  -3.3348
F  -13.1885  0.6506  -2.6714
C  -13.1558  -0.6703  -2.9641
C  -13.6312  -1.0915  -4.1885
C  -13.5886  -2.4466  -4.4825
C  -13.0814  -3.3492  -3.5578
C  -12.6109  -2.8962  -2.3331
C  -12.6429  -1.5433  -2.0272
H  -14.0258  -0.3698  -4.8906
H  -13.9529  -2.7970  -5.4387
H  -13.0523  -4.4046  -3.7921
H  -12.2168  -3.5974  -1.6101
H  -12.2755  -1.1662  -1.0821

The HOMO energy is -8.069 eV. As for the charge: 0. As for the orbital gap: 8.536 eV. As for the lowest unoccupied orbital energy: 0.47 eV. The total energy is -207824.66524 eV.

Löwdin atomic charge list, values in e, 6 entries: 0.145 -0.116 -0.473 -0.234 -0.796 1.075

---

Entry 3:
This record from OMol25 describes a molecular structure, C59H69CsF3N10S2Sb2. The level of theory is ωB97M-V/def2-TZVPD.

Atoms and positions in Å:
Cs  -0.4143  -0.0416  -0.2846
C  -0.3716  1.4639  4.2228
C  0.7949  1.5622  3.2391
C  1.3727  0.2217  2.8064
Sb  2.9439  0.2728  1.2723
C  4.4610  0.9610  2.6914
C  4.8979  2.2829  2.7756
C  5.8401  2.6862  3.7121
C  6.3727  1.7717  4.6085
C  5.9408  0.4556  4.5549
C  4.9989  0.0621  3.6131
C  3.3777  -1.9724  1.9111
C  4.5645  -2.5123  1.4015
C  4.7992  -3.8787  1.3243
C  3.8172  -4.7727  1.7379
C  2.6218  -4.2758  2.2348
C  2.4205  -2.9016  2.3265
Sb  -1.9229  0.2991  3.3002
C  -3.6071  0.9475  4.4535
C  -4.0381  2.2628  4.2832
C  -5.1910  2.7248  4.9021
C  -5.9429  1.8676  5.6951
C  -5.5295  0.5544  5.8657
C  -4.3701  0.0992  5.2495
C  -1.5986  -1.5957  4.2347
C  -0.6335  -1.8286  5.2105
C  -0.4045  -3.1101  5.6915
C  -1.1412  -4.1799  5.2026
C  -2.1027  -3.9632  4.2285
C  -2.3241  -2.6800  3.7492
H  -0.7999  2.4503  4.4250
H  -0.0851  1.0380  5.1864
H  1.5988  2.1687  3.6701
H  0.4480  2.1255  2.3709
H  0.5836  -0.4834  2.5145
H  1.8633  -0.2656  3.6554
H  4.4912  3.0301  2.1096
H  6.1509  3.7247  3.7399
H  7.1046  2.0826  5.3447
H  6.3331  -0.2770  5.2512
H  4.6729  -0.9699  3.5966
H  5.3425  -1.8394  1.0335
H  5.7404  -4.2504  0.9290
H  3.9784  -5.8416  1.6569
H  1.8291  -4.9538  2.5322
H  1.4603  -2.5645  2.7091
H  -3.4729  2.9444  3.6528
H  -5.5030  3.7530  4.7612
H  -6.8463  2.2214  6.1767
H  -6.1082  -0.1213  6.4844
H  -4.0545  -0.9280  5.3972
H  -0.0262  -1.0161  5.5903
H  0.3658  -3.2748  6.4349
H  -0.9495  -5.1823  5.5646
H  -2.6562  -4.7943  3.8099
H  -3.0445  -2.5366  2.9506
N  -5.1434  2.7995  0.1053
C  -4.4431  3.9830  0.0099
C  -4.8319  5.3040  -0.1762
C  -3.8219  6.2476  -0.2224
C  -2.4728  5.8922  -0.0846
C  -2.0915  4.5773  0.1034
C  -3.0976  3.6138  0.1455
N  -2.9904  2.2457  0.3250
C  -4.2165  1.8006  0.2846
C  -4.5865  0.3940  0.3620
C  -5.8411  -0.1226  0.5381
S  -5.7586  -1.8319  0.4881
C  -4.0600  -1.7372  0.2816
N  -3.5878  -0.5318  0.2337
H  -6.1362  2.6796  0.0210
H  -5.8716  5.5879  -0.2795
H  -4.0784  7.2892  -0.3673
H  -1.7196  6.6680  -0.1264
H  -1.0533  4.2906  0.2125
H  -6.7677  0.4015  0.7032
H  -3.3980  -2.5975  0.2285
C  -3.2825  0.4907  -2.6966
N  -3.1107  1.0015  -4.0364
C  -3.9972  0.5099  -5.0688
C  -3.3468  1.0981  -6.3048
N  -1.9287  1.0709  -5.9610
C  -1.1252  1.9473  -6.7936
C  -1.8207  1.0802  -4.5550
N  -0.8010  1.0874  -3.7982
C  0.5339  1.1294  -4.3619
C  1.5828  0.8915  -3.2758
N  1.6993  -0.4872  -2.8786
C  2.6680  -1.2135  -3.2710
N  3.7337  -0.9071  -4.1498
C  3.4649  -0.3127  -5.4433
C  4.5954  -2.0810  -4.2453
C  4.2522  -2.8650  -2.9921
N  2.8675  -2.4961  -2.7978
C  2.2225  -2.9383  -1.5808
H  -4.2972  0.7022  -2.3576
H  -2.5835  1.0036  -2.0404
H  -3.0907  -0.5866  -2.6304
H  -5.0190  0.8609  -4.9182
H  -4.0064  -0.5898  -5.1065
H  -3.6894  2.1316  -6.4578
H  -3.5373  0.5275  -7.2146
H  -1.4579  1.8237  -7.8247
H  -0.0718  1.6924  -6.7545
H  -1.2475  3.0033  -6.5197
H  0.7358  2.1106  -4.8121
H  0.6474  0.3691  -5.1465
H  1.2333  1.4553  -2.4046
H  2.5379  1.3651  -3.5356
H  2.9382  -1.0112  -6.1109
H  4.4175  -0.0523  -5.9087
H  2.8806  0.5959  -5.3610
H  5.6463  -1.7927  -4.3030
H  4.3439  -2.6657  -5.1424
H  4.8661  -2.5569  -2.1347
H  4.3619  -3.9423  -3.1245
H  2.0348  -4.0124  -1.6292
H  1.2753  -2.4240  -1.4794
H  2.8320  -2.7275  -0.6964
F  0.2973  -6.1678  -0.2181
C  -0.9420  -5.9969  -0.7174
F  -1.7906  -5.9818  0.3180
F  -1.2257  -7.1479  -1.3954
C  -1.0430  -4.8039  -1.6212
C  -1.0414  -5.0164  -2.9885
C  -1.1270  -3.9430  -3.8620
C  -1.2273  -2.6800  -3.2963
N  -1.2011  -2.4590  -1.9939
C  -1.0700  -3.4781  -1.1145
S  -0.8679  -3.0768  0.5586
H  -0.9814  -6.0274  -3.3674
H  -1.1200  -4.0741  -4.9350
H  -1.3036  -1.7898  -3.9176
C  2.9838  4.6485  -0.5362
C  3.0361  3.1157  -0.4881
C  4.4672  2.6512  -0.7599
C  2.3644  2.5729  0.7865
H  3.3719  5.0466  -1.4808
H  3.5813  5.0738  0.2763
H  1.9600  5.0072  -0.4034
H  2.4393  2.7576  -1.3340
H  5.1461  2.8919  0.0594
H  4.8617  3.1395  -1.6568
H  4.5194  1.5730  -0.9204
H  1.2802  2.6977  0.6309
H  2.5946  3.2054  1.6536

The HOMO energy is -2.955 eV. As for the charge: -1. As for the orbital gap: 4.445 eV. As for the lowest unoccupied orbital energy: 1.49 eV. The total energy is -120650.93667 eV. The energy above the lowest of the compared OMol25 structures with the same formula, charge and spin comes out at 6.69 kcal per mole.

Löwdin atomic charge list, values in e, 6 entries: 0.679 -0.367 -0.403 -0.427 1.382 -0.309

---

Q: HOMO of number 3 (C59H69CsF3N10S2Sb2)?
A: -2.955 eV